[1]
Below is a 2-piece molecular cluster, C3H11N2S overall in a non-equilibrium geometry, with properties calculated with ωB97M-V/def2-TZVPD.

```
17
Properties=species:S:1:pos:R:3:forces:R:3:nbo_charge:R:1
N 1.489953 0.406917 0.597910 1.66 0.44 -0.60 -0.92
C 0.229906 0.776558 1.222664 -0.29 -0.41 -1.56 -0.24
C -0.471971 -0.565845 1.415975 -0.94 0.53 1.36 -0.23
N -1.655253 -0.304602 2.296231 -0.28 -0.51 -0.70 -0.87
H 2.258529 1.096678 0.672653 -0.95 -0.32 -0.07 0.33
H 1.236146 0.287574 -0.424345 0.30 0.08 1.10 0.41
H -0.292348 1.425438 0.481935 -0.32 -0.34 0.88 0.21
H 0.259828 1.259330 2.205078 0.53 0.06 -0.12 0.16
H -0.808575 -1.082254 0.492104 0.38 0.69 0.52 0.24
H 0.260366 -1.193274 1.939608 -0.03 -0.17 -0.24 0.15
H -2.304159 -1.077060 2.176824 0.00 0.21 0.43 0.35
H -1.415535 -0.191533 3.277995 0.06 -0.27 -0.28 0.34
C 0.336433 -0.164998 -3.397087 -0.74 -1.29 0.32 -0.73
S -0.588168 -0.016166 -1.783272 0.39 0.00 -0.99 -0.72
H -0.402644 -0.613160 -4.114917 0.93 0.39 0.29 0.18
H 0.639374 0.813510 -3.749479 0.19 0.11 -0.18 0.17
H 1.228125 -0.857107 -3.309882 -0.87 0.78 -0.15 0.17
```
Forces are in eV/Å.

As for the total energy: -17104.9095 eV. As for the relative energy (zero: lowest compared OMol25 entry of this formula, charge and spin): 66.7 kJ/mol. As for the charge: -1. Its LUMO energy is 4.20 eV. As for the orbital gap: 6.6928 eV.

=====

[2]
Below is one molecule with the formula C10H15NO3 in a non-equilibrium geometry, with properties calculated with ωB97M-V/def2-TZVPD.

```
29
Properties=species:S:1:pos:R:3:forces:R:3:nbo_charge:R:1
C -0.324339 2.893325 -2.786640 0.10 0.29 0.60 -0.60
C 0.198436 1.844964 -1.764916 -0.34 0.65 -0.69 -0.40
C 0.143979 0.431527 -2.357011 0.61 -0.29 0.15 -0.39
C 0.232157 -0.712850 -1.323467 -0.25 0.53 -0.03 -0.44
C -0.756753 -0.635267 -0.180940 0.58 0.35 -1.13 -0.09
C -0.617662 -1.167110 1.022691 -0.72 0.55 -0.33 -0.04
C 0.497291 -1.995068 1.558914 -0.62 -0.43 0.91 -0.45
C 0.995007 -1.587019 2.957763 1.36 -0.54 -0.16 -0.22
N 1.931828 -0.449868 2.843588 -0.86 0.03 0.01 -0.86
C -1.883504 -0.742925 1.754193 1.96 -1.50 -1.98 0.78
O -1.981579 -0.713889 2.908428 -1.20 0.15 3.37 -0.52
O -2.834767 -0.373501 0.855415 0.14 0.98 0.15 -0.51
C -2.087552 0.066147 -0.252458 1.13 -2.69 1.45 0.77
O -2.526785 0.803688 -1.023154 -1.31 1.91 -2.17 -0.50
H -1.121988 2.494055 -3.419541 0.22 -0.01 0.02 0.21
H 0.485290 3.316354 -3.391087 -0.19 -0.29 -0.14 0.20
H -0.756773 3.741044 -2.239921 0.07 -0.11 -0.14 0.21
H -0.394353 1.978278 -0.857175 0.09 -0.39 -0.07 0.20
H 1.228025 2.126605 -1.510072 -0.12 -0.28 0.08 0.20
H -0.713273 0.272688 -3.019397 -0.07 0.28 0.31 0.21
H 1.029561 0.331487 -3.003015 -0.24 -0.08 0.01 0.21
H 1.244461 -0.710734 -0.901195 -0.19 -0.15 0.01 0.22
H 0.075118 -1.672876 -1.833600 0.14 0.12 0.07 0.23
H 1.356837 -2.052338 0.885921 -0.23 0.26 -0.06 0.23
H 0.109698 -3.025523 1.632583 0.05 0.17 0.00 0.23
H 0.203725 -1.421514 3.688275 -0.04 0.24 -0.35 0.22
H 1.583670 -2.440222 3.336042 -0.42 -0.01 -0.02 0.17
H 1.803258 0.194425 3.612299 0.32 -0.03 -0.06 0.37
H 2.880987 -0.793880 2.807477 0.00 0.26 0.19 0.36
```
Forces are in eV/Å.

Its SMILES is CCCCC1=C(CCN)C(=O)OC1=O. As for the total energy: -18245.6234 eV. As for the relative energy (zero: lowest compared OMol25 entry of this formula, charge and spin): 29.7 kJ/mol. Its LUMO energy is 0.09 eV. As for the orbital gap: 9.6693 eV.

=====

[3]
Below is one molecule with the formula C4H6N2O in a non-equilibrium geometry, with properties calculated with ωB97M-V/def2-TZVPD.

```
13
Properties=species:S:1:pos:R:3:forces:R:3:nbo_charge:R:1
C 1.634286 0.851657 -1.244281 0.06 0.06 -0.04 -0.62
C 0.458804 0.673457 -0.313431 -0.03 0.28 -0.03 -0.11
O 0.683592 -0.612408 0.302173 0.11 -0.11 0.30 -0.49
C -0.145558 -1.272145 1.053924 0.23 0.18 -0.24 0.40
N -1.354432 -0.627970 1.297445 0.02 -0.39 -0.27 -0.72
C -2.298396 -1.597786 1.378567 -1.09 -0.68 0.01 0.42
N -3.046965 -2.479261 1.328875 0.46 0.91 0.30 -0.33
H 1.614649 0.075432 -2.014666 0.01 0.16 0.08 0.22
H 1.612604 1.834783 -1.720132 0.01 -0.11 0.04 0.22
H 2.559930 0.741394 -0.672981 -0.09 0.10 -0.14 0.22
H -0.493588 0.688570 -0.861877 0.16 -0.12 0.18 0.18
H 0.441649 1.428137 0.478657 -0.03 0.03 -0.12 0.19
H -1.666574 0.296139 0.987727 0.18 -0.30 -0.06 0.41
```
Forces are in eV/Å.

As for the total energy: -9269.8631 eV. As for the relative energy (zero: lowest compared OMol25 entry of this formula, charge and spin): 351.1 kJ/mol. Its LUMO energy is 0.41 eV. As for the orbital gap: 9.8657 eV.

=====

[4]
Below is a 2-piece molecular cluster, C2H3BN2O3 overall in a non-equilibrium geometry, with properties calculated with ωB97M-V/def2-TZVPD.

```
11
Properties=species:S:1:pos:R:3:forces:R:3:nbo_charge:R:1
B -0.319677 0.770684 -0.130091 -0.16 -0.11 -0.06 1.03
C -0.550947 -2.810349 0.037345 -0.29 -0.16 0.31 0.50
C 0.835693 0.064630 -0.809493 -3.01 0.82 -2.06 -0.63
N 1.954016 -0.032456 -0.223698 -1.03 -0.59 -0.77 0.14
N 2.916384 -0.299821 0.223344 3.35 -0.26 1.75 0.02
O -1.303075 -2.964124 0.864475 0.29 0.12 -0.31 -0.50
O -1.591064 1.047553 -0.682548 1.34 -0.06 0.87 -0.87
O 0.007673 1.131697 1.160767 -0.94 0.75 0.06 -0.88
H 0.803929 -0.204221 -1.855514 0.34 -0.24 0.01 0.25
H -2.093223 1.513866 0.005805 -0.18 -0.25 -0.57 0.47
H -0.659707 1.782539 1.409605 0.29 -0.01 0.77 0.47
```
Forces are in eV/Å.

As for the total energy: -11922.4355 eV. As for the relative energy (zero: lowest compared OMol25 entry of this formula, charge and spin): 0.0 kJ/mol. Its LUMO energy is 0.25 eV. As for the orbital gap: 9.0447 eV.

=====

[5]
Below is C8H12N2PPd as an isolated structure in a non-equilibrium geometry, with properties calculated with ωB97M-V/def2-TZVPD.

```
24
Properties=species:S:1:pos:R:3:forces:R:3:mulliken_spin:R:1
C 1.090624 0.018797 -1.710272 1.53 -1.60 0.30 -0.07
C -0.051590 -0.176267 -2.780661 4.31 4.24 1.45 0.26
C -0.777977 -1.260653 -2.407588 1.52 -1.98 -0.32 -0.07
C -0.142136 -2.127930 -1.439537 0.97 2.11 1.20 0.39
C 1.143262 -1.259612 -0.816719 -2.75 -1.85 -3.27 -0.07
Pd -0.373875 -0.018511 -0.333228 -2.55 2.30 2.74 0.61
P -0.210261 2.243306 0.393016 -1.03 -0.87 -0.61 0.08
H 1.743881 0.974507 -1.412040 -1.20 -2.39 -1.52 -0.01
H -0.035295 0.659835 -3.604934 -0.87 -2.14 1.59 0.01
H -1.446852 -1.593226 -3.117912 -2.00 -1.04 -1.02 -0.01
H 1.531816 -1.701825 0.140195 0.48 1.04 -1.40 0.01
H -0.706557 -3.072176 -1.099665 1.48 1.55 -0.24 -0.06
H -1.325248 2.592223 1.302730 1.39 0.54 -0.72 0.03
H -0.000472 3.273021 -0.648040 -0.16 -0.30 1.51 0.00
H 0.991956 2.195702 1.188701 -0.60 0.80 -0.32 0.01
N -1.316616 -1.709990 2.094002 0.02 1.49 -1.82 0.13
C -1.058973 -1.880307 3.391611 0.84 -1.40 4.96 0.31
C -0.376499 -0.768068 3.939521 0.05 0.77 -2.83 -0.08
C -0.158204 0.138531 2.822218 -0.82 -2.49 1.39 0.24
N -0.696150 -0.472525 1.740322 -1.32 -0.16 -2.15 0.27
H -1.481148 -2.424104 1.345454 0.71 0.80 0.92 0.05
H -1.310189 -2.823627 3.986877 0.25 1.47 -1.21 0.00
H 0.116250 -0.561178 4.857298 -0.18 -0.46 0.95 -0.06
H 0.425551 1.047278 2.691949 -0.06 -0.44 0.42 0.04
```
Forces are in eV/Å.

The spin multiplicity is 3. As for the total energy: -24231.1522 eV. As for the charge: -1. Its LUMO energy (alpha / beta) is 3.80 / 3.62 eV. As for the orbital gap (alpha / beta): 3.3823 / 6.4078 eV.

=====

[6]
Below is one molecule with the formula C6H14Cl2O2Si in a non-equilibrium geometry, with properties calculated with ωB97M-V/def2-TZVPD.

```
25
Properties=species:S:1:pos:R:3:forces:R:3:nbo_charge:R:1
Cl -0.732375 -2.537428 1.492639 -0.62 -0.56 0.84 -0.04
Cl -4.352125 -0.371970 0.104488 -1.53 0.13 0.34 -0.04
O 0.834011 -0.986802 -0.892538 -1.25 1.19 -0.47 -0.87
O -0.669532 0.758463 0.667071 0.05 -0.06 -0.25 -0.90
C 0.831130 -1.757080 1.478871 1.65 0.50 1.11 -0.45
C -2.631357 -0.296471 -0.074855 -0.30 -2.25 -1.43 -0.44
C 1.334146 -1.819982 0.047590 1.85 -4.27 0.09 -0.09
C -2.053972 0.907818 0.444040 -0.17 3.50 2.79 -0.07
C 2.090434 1.298977 0.446788 -1.30 -0.80 0.06 -1.14
C 0.394124 1.443740 -2.093848 0.79 0.21 1.55 -1.14
Si 0.542804 0.545953 -0.419302 1.71 2.88 -0.70 2.08
H 1.569235 -2.287173 2.206019 -1.39 0.69 -1.43 0.24
H 0.741446 -0.704759 1.846228 -0.15 -0.98 -0.19 0.24
H -2.498776 -0.395099 -1.150270 0.49 -0.07 -0.07 0.21
H -2.215013 -1.171201 0.420750 -0.08 0.31 -0.19 0.25
H 2.449321 -1.755439 0.053111 -0.54 0.01 0.12 0.17
H 1.062360 -2.887698 -0.337250 0.81 1.53 0.84 0.19
H -2.232635 1.814901 -0.152652 0.00 -0.38 -0.35 0.18
H -2.555205 1.229115 1.450019 0.97 -0.95 -1.44 0.19
H 2.190258 0.947122 1.489925 0.08 0.53 -0.40 0.23
H 2.898141 0.884677 -0.129406 0.73 -0.05 -0.21 0.23
H 2.103513 2.395813 0.344305 -0.07 -0.46 0.27 0.25
H 1.298383 1.421359 -2.745820 -0.63 0.18 0.77 0.25
H -0.355000 0.894590 -2.554451 -1.53 -1.13 -1.46 0.23
H -0.043315 2.428576 -1.941452 0.41 0.31 -0.17 0.23
```
Forces are in eV/Å.

Its SMILES is C[Si](C)(OCCCl)OCCCl. As for the total energy: -43468.3909 eV. As for the relative energy (zero: lowest compared OMol25 entry of this formula, charge and spin): 319.5 kJ/mol. Its LUMO energy is 0.76 eV. As for the orbital gap: 11.0514 eV.

=====

Q: Which formula does entry 4 have?
A: C2H3BN2O3